(1)
# C7H7CrO6S

C7H7CrO6S as an isolated structure in a non-equilibrium geometry (the ωB97M-V functional and the def2-TZVPD basis, the Open Molecules 2025 dataset).

As for the charge: +2. Its lowest unoccupied orbital energy (alpha / beta) is -10.3 / -11.5 eV. As for the gap between HOMO and LUMO (alpha / beta): 6.964 / 5.821 eV. For the highest occupied orbital energy (alpha / beta), the calculation gives -17.306 / -17.324 eV. As for the spin multiplicity: 4.

CARTESIAN COORDINATES (ANGSTROEM)
O 0.2419 1.6416 -3.7390
C 0.4726 1.2836 -2.6484
Cr 0.1837 0.4705 -1.0018
O -2.2694 -0.8336 -2.3421
C -1.3705 -0.2964 -1.8897
C 1.3614 0.7914 0.6480
O 1.5280 0.4495 1.7759
C -1.0303 1.1564 0.3076
O -1.8475 1.4279 1.0889
C 1.2768 -1.0475 -0.9378
O 1.9233 -2.0151 -0.8396
H 1.8945 1.4485 -0.0780
C 0.5133 -2.6279 2.2447
S -0.8705 -2.5015 1.0586
C -2.3521 -2.5580 2.0310
O -0.9182 -1.0285 0.7112
H 0.4003 -3.5566 2.7762
H 0.4624 -1.7555 2.8846
H 1.4138 -2.5954 1.6427
H -2.3524 -1.6796 2.7007
H -3.2264 -2.3755 1.3599
H -2.4405 -3.4769 2.6010

Cartesian forces (eV/Å) of the 2 atoms listed first:
O 1.645 -1.514 5.320
C -1.222 2.812 -7.824

These are the Mulliken partial charges, in e, on atoms 1 to 5: O -0.106; C 0.545; Cr -0.226; O -0.073; C 0.425



(2)
# C5H9N

An isolated molecule of C5H9N in a non-equilibrium geometry (the ωB97M-V functional and the def2-TZVPD basis, the Open Molecules 2025 dataset).

As for the structure (SMILES): C=CC(=C)NC. Its lowest unoccupied orbital energy is 1.0 eV. As for the gap between HOMO and LUMO: 9.035 eV. For the highest occupied orbital energy, the calculation gives -8.016 eV.

CARTESIAN COORDINATES (ANGSTROEM)
C -1.8933 -1.5749 -0.1075
C -1.2171 -0.7506 -0.9013
C 0.0352 -0.0500 -0.5108
C 1.1637 -0.1189 -1.2298
N -0.0307 0.5580 0.7542
C 0.9637 1.4958 1.1845
H -2.9021 -1.8454 -0.3857
H -1.4775 -1.8498 0.8533
H -1.4861 -0.6228 -1.9426
H 2.0354 0.5084 -1.1053
H 1.3197 -0.9786 -1.8727
H -0.2829 -0.0984 1.4769
H 1.0826 2.2590 0.4118
H 0.7073 1.9890 2.1168
H 1.9823 1.0793 1.2585

Cartesian forces (eV/Å) of the 2 atoms listed first:
C -0.038 0.836 -0.268
C 0.709 -0.767 0.048

These are the Mulliken partial charges, in e, on atoms 1 to 5: C -0.634; C -0.302; C 0.392; C -0.825; N -0.241



(3)
# C4H7NO2

A 2-piece molecular cluster, C4H7NO2 overall (the ωB97M-V functional and the def2-TZVPD basis, the Open Molecules 2025 dataset).

Its lowest unoccupied orbital energy (alpha / beta) is -0.6 / -0.6 eV. As for the gap between HOMO and LUMO (alpha / beta): 7.491 / 7.501 eV. For the highest occupied orbital energy (alpha / beta), the calculation gives -8.114 / -8.122 eV.

CARTESIAN COORDINATES (ANGSTROEM)
O -1.1804 1.7508 0.2790
C -0.0451 0.2795 0.8185
C -0.9498 -0.7942 0.3039
N -0.7783 -0.3216 -1.0614
C 0.6209 -0.5620 -1.3053
C 1.1221 0.2863 -0.1164
O 2.0857 1.0203 -0.0434
H -0.5785 2.4939 0.1075
H 0.0336 0.6991 1.8180
H -0.5920 -1.8183 0.5068
H -1.9749 -0.6879 0.6686
H -1.2109 1.2060 -0.5990
H 0.9757 -0.1203 -2.2401
H 0.9260 -1.6215 -1.2570

Cartesian forces (eV/Å) of the 2 atoms listed first:
O 0.187 0.163 -0.042
C 0.021 -0.052 0.119

These are the Mulliken partial charges, in e, on atoms 1 to 5: O -0.628; C -0.251; C -0.311; N -0.718; C -0.359



(4)
# C5H13N2

An isolated ion of composition C5H13N2 and charge +1 in a non-equilibrium geometry (the ωB97M-V functional and the def2-TZVPD basis, the Open Molecules 2025 dataset).

As for the structure (SMILES): NC[C@@H]1CCC[NH2+]1. As for the charge: +1. Its lowest unoccupied orbital energy is -2.9 eV. As for the gap between HOMO and LUMO: 11.606 eV. For the highest occupied orbital energy, the calculation gives -14.514 eV.

CARTESIAN COORDINATES (ANGSTROEM)
N 2.0361 1.3350 0.9402
C 0.9978 0.4234 1.3680
C -0.1492 0.5072 0.3619
C -1.2855 -0.4398 0.5451
C -1.6392 -0.9663 -0.8763
C -0.3334 -1.1411 -1.6274
N 0.3955 0.3504 -1.0443
H 2.9104 1.0109 1.3926
H 1.8008 2.1272 1.4940
H 0.5653 0.5405 2.3428
H 1.3675 -0.6848 1.2937
H -0.5935 1.4921 0.2913
H -2.0786 0.0439 0.9928
H -1.0722 -1.3087 1.3196
H -2.2844 -0.2156 -1.4192
H -2.2833 -1.8347 -0.7920
H 0.2823 -1.8320 -1.2832
H -0.2429 -1.0167 -2.7456
H 1.4580 0.4039 -1.0008
H 0.1486 1.2053 -1.5532

Cartesian forces (eV/Å) of the 2 atoms listed first:
N 0.937 -0.890 1.279
C -0.311 -3.125 -1.803

These are the Mulliken partial charges, in e, on atoms 1 to 5: N -0.563; C -0.822; C 0.032; C -0.764; C -0.506



(5)
# C15H16FN3O4

A 2-piece molecular cluster, C15H16FN3O4 overall in a non-equilibrium geometry (the ωB97M-V functional and the def2-TZVPD basis, the Open Molecules 2025 dataset).

As for the structure (SMILES): O=[N+]([O-])c1cccc([C@@H](F)[N+](=O)[O-])c1.Cc1cc(C)nc(C)c1. Its lowest unoccupied orbital energy is -1.2 eV. As for the gap between HOMO and LUMO: 7.611 eV. For the highest occupied orbital energy, the calculation gives -8.836 eV.

CARTESIAN COORDINATES (ANGSTROEM)
O 2.1598 1.2040 3.7098
N 1.7472 2.3923 3.7797
O 2.4889 3.3589 4.0794
C 0.3711 2.6442 3.4989
C -0.1660 3.9498 3.5658
C -1.5181 4.1522 3.2660
C -2.3380 3.0714 2.9068
C -1.8125 1.7614 2.8291
C -2.7430 0.6702 2.3409
F -3.2741 0.9936 1.1452
N -2.1518 -0.7905 2.1323
O -3.0293 -1.6199 1.8630
O -0.9419 -1.0335 2.2607
C -0.4709 1.5426 3.1780
H 0.4788 4.7616 3.8935
H -1.9477 5.1514 3.2984
H -3.3954 3.2007 2.6586
H -3.5913 0.5574 3.0358
H -0.0603 0.5377 3.1575
C 2.7662 -2.8327 -4.8540
C 1.8340 -2.3076 -3.7949
C 1.3096 -1.0099 -3.8573
C 0.4205 -0.5612 -2.8543
C -0.1360 0.8348 -2.8429
N 0.0475 -1.3353 -1.8386
C 0.5551 -2.5602 -1.7411
C 0.1621 -3.3371 -0.5144
C 1.4521 -3.0876 -2.6986
H 2.9426 -2.0626 -5.6140
H 3.7408 -3.1223 -4.4336
H 2.3529 -3.7245 -5.3474
H 1.5894 -0.3258 -4.6610
H 0.1323 1.3787 -3.7486
H -1.2290 0.8318 -2.7471
H 0.2439 1.3957 -1.9744
H 0.5423 -4.3614 -0.5670
H 0.5541 -2.8542 0.3970
H -0.9259 -3.3733 -0.3693
H 1.8400 -4.0908 -2.5378

Cartesian forces (eV/Å) of the 2 atoms listed first:
O -1.006 2.690 0.150
N 3.351 -0.863 0.705

These are the Mulliken partial charges, in e, on atoms 1 to 5: O -0.560; N 0.949; O -0.589; C -0.159; C -0.460



(6)
# C38H30FN7O9S2Sc

C38H30FN7O9S2Sc as an isolated structure in a non-equilibrium geometry (the ωB97M-V functional and the def2-TZVPD basis, the Open Molecules 2025 dataset).

As for the charge: -1. Its lowest unoccupied orbital energy is -0.4 eV. As for the gap between HOMO and LUMO: 2.943 eV. For the highest occupied orbital energy, the calculation gives -3.293 eV.

CARTESIAN COORDINATES (ANGSTROEM)
Sc 0.0658 -0.3847 -0.1778
C -3.6128 0.2355 -2.6204
C -2.5858 0.9259 -1.7482
O -1.7669 0.2973 -1.0892
N -2.6802 2.2633 -1.6981
C -1.7911 3.0652 -0.8793
C -0.4113 3.2025 -1.4714
C 0.3334 4.3620 -1.3022
C 1.6143 4.4076 -1.8239
C 2.0931 3.3154 -2.5290
C 1.2696 2.2046 -2.6541
N 0.0543 2.1429 -2.1282
H -3.2409 -0.7473 -2.8974
H -3.8340 0.8137 -3.5143
H -4.5270 0.1185 -2.0400
H -3.2900 2.7411 -2.3431
H -1.6839 2.5439 0.0886
H -2.2481 4.0401 -0.7016
H -0.0809 5.1998 -0.7625
H 2.2215 5.2893 -1.6765
H 3.0813 3.3142 -2.9630
H 1.5897 1.3290 -3.2036
F -3.4041 -1.8229 5.5510
C -3.2259 -2.6714 4.4923
C -2.5461 -2.1942 3.3991
C -2.3805 -2.9915 2.2655
C -1.7253 -2.4259 1.0944
O -1.2306 -1.2769 1.1527
C -1.7503 -3.2724 -0.0761
C -2.1989 -4.5441 0.0213
N -2.7444 -5.0903 1.1582
C -3.0774 -6.4787 1.2014
C -3.6843 -7.1573 0.0132
C -4.5227 -6.9121 1.2292
C -2.8893 -4.3068 2.2793
C -3.5412 -4.7763 3.4194
C -3.7411 -3.9625 4.5400
N -4.4855 -4.5229 5.6208
C -4.3545 -4.0037 6.9551
C -5.3195 -2.8482 7.2770
N -6.7111 -3.2391 6.9118
C -6.7850 -3.6822 5.4938
C -5.8444 -4.8867 5.3224
C -1.2304 -2.8032 -1.4492
O -1.7127 -3.3599 -2.4317
O -0.3586 -1.8925 -1.4435
H -2.1673 -1.1877 3.3904
H -2.1260 -5.1983 -0.8343
H -2.3868 -7.0679 1.8027
H -3.3683 -8.1673 -0.1985
H -3.8956 -6.5717 -0.8669
H -4.7954 -7.7521 1.8537
H -5.2806 -6.1445 1.1683
H -3.9109 -5.7878 3.4550
H -3.3341 -3.6541 7.1079
H -4.5431 -4.8284 7.6567
H -5.0530 -1.9635 6.7024
H -5.2787 -2.6018 8.3372
H -7.3413 -2.4475 7.0765
H -7.0042 -4.0219 7.5093
H -6.4381 -2.8677 4.8559
H -7.8166 -3.9334 5.2448
H -5.9019 -5.2449 4.2948
H -6.1645 -5.6944 5.9949
S -2.6223 0.8634 1.7351
C -1.5402 1.2909 3.0056
C -2.0113 1.2252 4.3133
C -1.2924 1.7219 5.3979
C -1.8619 1.6072 6.6695
N -2.4067 1.4637 7.6763
C -0.0297 2.3134 5.1587
C 0.4825 2.3023 3.8673
C -0.2149 1.7629 2.7832
S 0.5576 1.7682 1.2354
C 0.6985 2.9079 6.2023
N 1.3013 3.4116 7.0436
H -2.9931 0.8074 4.4856
H 1.4599 2.7235 3.6895
O 5.9170 -2.2623 -0.1683
C 4.7529 -1.8944 -0.1671
C 4.1779 -0.7631 -0.9845
O 4.8017 -0.0418 -1.7580
C 2.7648 -0.7087 -0.6282
C 2.4733 -1.6650 0.3830
O 1.2983 -1.7025 0.8969
C 3.6449 -2.4892 0.6622
O 3.7385 -3.4648 1.4016
O 1.8233 0.0576 -1.0604

Cartesian forces (eV/Å) of the 2 atoms listed first:
Sc -0.214 1.431 0.278
C 0.279 -0.099 0.189

These are the Mulliken partial charges, in e, on atoms 1 to 5: Sc 0.280; C -1.613; C 0.541; O 0.146; N -0.040



(7)
# CH6N2S2

A 2-piece molecular cluster, CH6N2S2 overall in a non-equilibrium geometry (the ωB97M-V functional and the def2-TZVPD basis, the Open Molecules 2025 dataset).

As for the structure (SMILES): [H]/N=C/N.SS. Its lowest unoccupied orbital energy is -0.4 eV. As for the gap between HOMO and LUMO: 8.505 eV. For the highest occupied orbital energy, the calculation gives -8.906 eV.

CARTESIAN COORDINATES (ANGSTROEM)
H 1.1647 1.8186 -0.9373
N 1.0903 1.0720 -0.2313
C 0.0497 1.2122 0.5178
N -0.1184 0.6387 1.7438
H -0.7578 1.8751 0.1647
H 0.4471 -0.2098 1.9836
H -1.0943 0.5543 2.0505
S 0.8018 -2.2496 -1.2217
S -1.2389 -1.4881 -1.9128
H 1.2621 -1.0469 -1.4162
H -1.6063 -2.1766 -0.7411

Cartesian forces (eV/Å) of the 2 atoms listed first:
H -0.570 -0.737 0.200
N -0.072 0.364 0.989

These are the Mulliken partial charges, in e, on atoms 1 to 5: H 0.214; N -0.637; C 0.087; N -0.451; H 0.308



(8)
# C5H5Cl15

C5H5Cl15 as an isolated structure in a non-equilibrium geometry (the ωB97M-V functional and the def2-TZVPD basis, the Open Molecules 2025 dataset).

Its lowest unoccupied orbital energy is 0.1 eV. As for the gap between HOMO and LUMO: 9.485 eV. For the highest occupied orbital energy, the calculation gives -9.380 eV.

CARTESIAN COORDINATES (ANGSTROEM)
C 13.1698 7.6392 -15.8953
Cl 13.4988 8.2413 -14.2921
Cl 14.4637 6.7448 -16.6978
Cl 12.6338 9.0928 -16.9319
H 12.2854 7.0126 -15.7800
C 7.6525 7.3274 -17.5702
Cl 9.0820 6.3302 -17.4068
Cl 6.1897 6.2936 -17.7112
Cl 7.7212 8.3997 -19.0069
H 7.5721 8.0193 -16.7318
C 11.5672 9.5076 -21.8007
Cl 11.1060 8.8682 -23.3589
Cl 11.3467 11.3316 -21.6918
Cl 13.1972 8.9751 -21.4415
H 10.9164 9.0249 -21.0716
C 11.0304 6.9388 -19.0645
Cl 11.8213 5.6352 -20.0526
Cl 11.3598 8.4883 -19.8152
Cl 11.7860 6.8924 -17.4907
H 9.9624 6.7752 -18.9205
C 11.7933 5.5097 -22.2921
Cl 10.4226 6.7358 -22.2614
Cl 13.3832 6.4124 -22.4064
Cl 11.6700 4.3759 -23.6360
H 11.7605 4.9687 -21.3464

Cartesian forces (eV/Å) of the 2 atoms listed first:
C 0.857 2.080 0.845
Cl 0.580 -0.077 0.237

These are the Mulliken partial charges, in e, on atoms 1 to 5: C 0.260; Cl -0.135; Cl -0.106; Cl -0.153; H 0.205



Number 1: E_tot -2164.2055 Ha. Number 2: E_tot -250.5909 Ha. Number 3: E_tot -361.7028 Ha. Number 4: E_tot -307.5429 Ha. Number 5: E_tot -1146.0785 Ha. Number 6: E_tot -4183.6773 Ha. Number 7: E_tot -947.5462 Ha. Number 8: E_tot -7095.8949 Ha.